Computed, not measured: a molecular structure, C26H20Br2F3N4O2STi in a non-equilibrium geometry, with ωB97M-V/def2-TZVPD.

Last column: Löwdin charge in e.
Atoms and positions in Å:
1 Ti 1.008 0.616 0.133  1.00
2 F -3.601 1.428 2.974  0.11
3 C -2.847 1.100 1.820  -0.49
4 F -3.594 1.637 0.773  0.14
5 F -2.868 -0.231 1.775  0.15
6 C -1.515 1.644 2.046  -0.06
7 C -1.434 2.976 2.443  0.07
8 C -0.270 3.696 2.480  0.04
9 C 0.863 2.995 2.119  -0.06
10 N 0.825 1.737 1.738  -0.07
11 C -0.304 0.966 1.737  -0.65
12 S 0.055 -0.764 1.799  0.87
13 H -2.399 3.531 2.627  0.18
14 H -0.237 4.705 2.914  0.16
15 H 1.889 3.451 2.247  0.17
16 C -0.514 3.134 -1.223  0.01
17 O -0.298 1.744 -1.018  -0.21
18 C -1.219 0.858 -1.502  -0.20
19 C -2.535 1.080 -1.968  -0.02
20 C -3.428 0.071 -2.360  -0.60
21 Br -5.157 0.502 -3.051  0.86
22 C -3.108 -1.276 -2.031  0.03
23 C -1.743 -1.557 -1.688  -0.07
24 C -0.854 -0.502 -1.418  -0.23
25 O 0.509 -0.655 -1.188  -0.18
26 C -1.540 -2.830 -1.164  -0.20
27 N -2.299 -3.855 -1.440  0.24
28 C -1.675 -5.051 -0.946  -0.16
29 C -2.004 -6.427 -1.056  0.06
30 C -1.270 -7.353 -0.271  -0.03
31 C -0.079 -7.025 0.287  -0.05
32 C 0.283 -5.687 0.397  0.00
33 C -0.546 -4.722 -0.192  -0.12
34 N -0.414 -3.225 -0.251  0.18
35 H 0.280 3.576 -0.580  0.09
36 H -1.510 3.704 -1.039  0.17
37 H -0.237 3.293 -2.256  0.12
38 H -2.714 2.147 -2.107  0.12
39 H -3.839 -2.050 -2.024  0.12
40 H -0.329 -2.631 0.610  0.07
41 H -2.893 -6.685 -1.589  0.12
42 H -1.595 -8.383 -0.336  0.13
43 H 0.681 -7.727 0.707  0.15
44 H 1.173 -5.315 0.943  0.13
45 H 0.458 -2.899 -0.742  0.19
46 C 3.407 4.554 -0.720  0.00
47 C 3.550 3.160 -0.241  -0.21
48 C 4.586 2.775 0.678  0.09
49 C 4.793 1.477 1.146  -0.02
50 C 3.809 0.582 0.764  -0.67
51 Br 3.647 -1.049 1.694  0.93
52 N 2.967 0.862 -0.295  -0.07
53 C 2.837 2.123 -0.754  -0.13
54 H 3.384 4.641 -1.769  0.09
55 H 4.183 5.239 -0.348  0.12
56 H 2.443 4.982 -0.357  0.11
57 H 5.298 3.519 0.952  0.14
58 H 5.572 1.153 1.836  0.14
59 H 2.370 2.236 -1.717  0.16

Calculated values
- total energy (eV) = -219501.145
- energy relative to the best compared isomer or geometry (same formula, charge and spin) (kJ/mol) = 66.3
- lowest unoccupied orbital energy (spin up / spin down) (eV) = -11.661 / -11.659
- charge = +3
- HOMO (spin up / spin down) (eV) = -16.35 / -16.35


Computed, not measured: a molecular structure, C26H20BrN4O5W, with ωB97M-V/def2-TZVPD.

Last column: Löwdin charge in e.
Atoms and positions in Å:
1 W -0.470 0.111 -0.956  1.95
2 O -0.607 2.756 3.998  0.14
3 C 0.649 2.396 3.755  -0.22
4 C 1.606 2.765 4.704  0.04
5 C 2.923 2.425 4.523  0.00
6 C 3.349 1.705 3.388  -0.04
7 C 2.434 1.336 2.449  -0.02
8 C 1.062 1.670 2.607  -0.09
9 C 0.117 1.285 1.627  -0.29
10 O 0.572 0.632 0.490  -0.21
11 N -1.160 1.478 1.614  0.11
12 N -1.727 0.939 0.478  -0.10
13 C -3.034 1.152 0.373  0.06
14 C -3.882 0.609 -0.602  -0.12
15 C -5.257 0.931 -0.622  0.05
16 C -6.088 0.304 -1.520  0.01
17 C -5.576 -0.660 -2.394  0.04
18 C -4.227 -1.012 -2.394  0.05
19 C -3.405 -0.357 -1.511  -0.23
20 O -2.070 -0.623 -1.464  -0.25
21 H -1.218 2.470 3.304  0.09
22 H 1.275 3.319 5.572  0.14
23 H 3.650 2.721 5.268  0.13
24 H 4.393 1.454 3.269  0.12
25 H 2.746 0.789 1.569  0.11
26 H -3.457 1.778 1.153  0.17
27 H -5.641 1.672 0.069  0.14
28 H -7.141 0.549 -1.547  0.14
29 H -6.242 -1.153 -3.091  0.14
30 H -3.838 -1.762 -3.067  0.14
31 O -0.017 3.690 -1.881  0.28
32 C 0.214 2.573 -2.128  -0.40
33 O -0.771 1.528 -2.117  -0.18
34 C 1.515 1.882 -2.368  -0.17
35 C 2.617 2.484 -2.923  0.08
36 C 3.786 1.730 -3.016  0.05
37 C 3.798 0.438 -2.513  0.03
38 C 2.647 -0.087 -1.949  -0.09
39 N 1.510 0.616 -1.901  -0.05
40 H 2.560 3.508 -3.267  0.16
41 H 4.675 2.155 -3.465  0.15
42 H 4.691 -0.170 -2.556  0.14
43 H 2.630 -1.087 -1.538  0.12
44 C 1.081 -4.314 2.054  0.00
45 C 0.826 -3.771 0.679  -0.20
46 C 0.914 -4.562 -0.470  0.07
47 C 0.681 -4.029 -1.731  -0.03
48 C 0.351 -2.698 -1.819  -0.70
49 Br 0.002 -1.855 -3.461  0.98
50 N 0.261 -1.908 -0.733  -0.15
51 C 0.501 -2.440 0.494  -0.03
52 H 1.260 -5.386 2.023  0.10
53 H 0.228 -4.130 2.708  0.11
54 H 1.954 -3.838 2.501  0.11
55 H 1.171 -5.611 -0.379  0.15
56 H 0.749 -4.635 -2.624  0.14
57 H 0.432 -1.764 1.337  0.14

Calculated values
- total energy (eV) = -115327.309
- energy relative to the best compared isomer or geometry (same formula, charge and spin) (kJ/mol) = 35.8
- lowest unoccupied orbital energy (eV) = -11.742
- charge = +3
- HOMO (eV) = -16.22


Computed, not measured: a molecular structure, C26H20N8OTl in a non-equilibrium geometry, with ωB97M-V/def2-TZVPD.

Last column: Löwdin charge in e.
Atoms and positions in Å:
1 Tl 1.570 2.603 -2.240  1.15
2 N 1.791 6.192 -4.499  0.13
3 C 0.481 6.472 -4.210  -0.05
4 C 0.036 5.457 -3.430  -0.08
5 N 1.059 4.564 -3.239  -0.03
6 C 2.123 5.027 -3.901  -0.25
7 C 3.393 4.292 -3.902  -0.25
8 N 3.522 3.137 -3.242  -0.03
9 C 4.806 2.696 -3.434  -0.08
10 C 5.464 3.588 -4.215  -0.05
11 N 4.568 4.584 -4.502  0.13
12 H 2.394 6.764 -5.068  0.17
13 H -0.020 7.352 -4.575  0.13
14 H -0.936 5.305 -2.994  0.12
15 H 5.159 1.777 -2.999  0.12
16 H 6.476 3.593 -4.581  0.13
17 H 4.762 5.393 -5.070  0.17
18 C -4.017 -6.621 6.359  -0.07
19 O -3.991 -6.654 4.941  -0.07
20 C -3.378 -5.639 4.293  -0.28
21 C -2.765 -4.562 4.922  -0.01
22 C -2.163 -3.571 4.156  -0.03
23 C -2.159 -3.635 2.770  -0.16
24 C -2.779 -4.725 2.152  -0.01
25 C -3.379 -5.711 2.898  0.01
26 C -1.535 -2.604 1.935  -0.25
27 N -1.521 -2.604 0.622  0.19
28 C -0.842 -1.469 0.262  -0.17
29 C -0.438 -0.769 1.367  -0.13
30 N -0.888 -1.506 2.436  0.18
31 C 0.294 0.463 1.315  -0.09
32 C 0.706 1.181 2.408  -0.01
33 C 1.422 2.390 2.227  -0.07
34 C 1.691 2.823 0.968  -0.16
35 N 1.301 2.140 -0.141  -0.10
36 C 0.591 0.941 -0.009  -0.17
37 C 0.183 0.234 -1.157  -0.16
38 N 0.486 0.727 -2.423  -0.09
39 C 0.093 0.050 -3.526  -0.15
40 C -0.602 -1.121 -3.464  -0.06
41 C -0.931 -1.657 -2.203  0.01
42 C -0.550 -0.999 -1.066  -0.09
43 H -4.552 -7.514 6.669  0.09
44 H -4.545 -5.738 6.724  0.10
45 H -3.007 -6.643 6.773  0.10
46 H -2.747 -4.478 5.998  0.10
47 H -1.696 -2.744 4.679  0.11
48 H -2.777 -4.774 1.071  0.11
49 H -3.860 -6.558 2.427  0.12
50 H -0.765 -1.286 3.407  0.15
51 H 0.488 0.832 3.409  0.11
52 H 1.756 2.971 3.074  0.10
53 H 2.236 3.742 0.793  0.10
54 H 0.365 0.496 -4.475  0.10
55 H -0.890 -1.619 -4.378  0.11
56 H -1.483 -2.584 -2.113  0.12

Calculated values
- total energy (eV) = -45941.735
- energy relative to the best compared isomer or geometry (same formula, charge and spin) (kJ/mol) = 419.5
- lowest unoccupied orbital energy (spin up / spin down) (eV) = -2.989 / -2.938
- charge = +1
- HOMO (spin up / spin down) (eV) = -8.31 / -7.50


Computed, not measured: a molecular structure, C26H21AlCl2GeO2S4Sb, with ωB97M-V/def2-TZVPD.

Last column: Löwdin charge in e.
Atoms and positions in Å:
1 Al 0.340 -1.039 0.653  -0.23
2 Cl -5.750 0.767 4.223  0.62
3 C -4.393 0.085 3.357  -0.67
4 C -4.242 -1.316 3.304  -0.09
5 C -3.197 -1.885 2.631  0.03
6 C -2.235 -1.076 1.976  -0.28
7 O -1.251 -1.615 1.360  -0.03
8 C -2.409 0.328 2.040  -0.11
9 C -1.506 1.164 1.323  -0.10
10 O -0.558 0.762 0.653  -0.06
11 C -3.496 0.895 2.733  -0.06
12 H -4.971 -1.941 3.803  0.11
13 H -3.068 -2.960 2.588  0.13
14 H -1.685 2.246 1.331  0.15
15 H -3.613 1.975 2.757  0.12
16 S 4.988 -1.849 0.320  -0.33
17 Sb 4.036 -0.468 -1.214  0.34
18 S 0.386 -1.071 -1.681  0.10
19 S 2.191 -2.001 -2.074  -0.15
20 S 2.390 0.880 0.159  0.09
21 Ge 1.341 2.104 -1.445  0.62
22 C -0.563 2.408 -1.888  -0.32
23 C -1.081 3.619 -1.413  -0.15
24 C -2.401 3.989 -1.659  -0.10
25 C -3.232 3.146 -2.387  -0.11
26 C -2.729 1.944 -2.873  -0.09
27 C -1.407 1.578 -2.629  -0.13
28 C 2.419 2.018 -3.073  -0.39
29 C 2.058 1.235 -4.170  -0.13
30 C 2.857 1.202 -5.309  -0.09
31 C 4.023 1.954 -5.361  -0.10
32 C 4.394 2.738 -4.273  -0.10
33 C 3.596 2.766 -3.136  -0.16
34 H 1.648 3.517 -0.845  -0.02
35 H -0.436 4.286 -0.848  0.07
36 H -2.778 4.935 -1.287  0.09
37 H -4.261 3.427 -2.580  0.09
38 H -3.372 1.279 -3.441  0.10
39 H -1.043 0.634 -3.014  0.03
40 H 1.162 0.623 -4.123  0.08
41 H 2.573 0.584 -6.154  0.10
42 H 4.648 1.927 -6.246  0.09
43 H 5.308 3.317 -4.310  0.10
44 H 3.889 3.370 -2.284  0.09
45 Cl 0.597 -3.722 0.324  0.79
46 C 0.610 -3.921 2.058  -0.55
47 C 0.122 -5.082 2.631  -0.11
48 C 0.091 -5.192 4.016  -0.11
49 C 0.548 -4.133 4.792  -0.10
50 C 1.038 -2.981 4.189  -0.04
51 C 1.089 -2.834 2.801  -0.30
52 C 1.580 -1.599 2.112  -0.20
53 H -0.234 -5.887 1.999  0.10
54 H -0.284 -6.097 4.480  0.09
55 H 0.527 -4.207 5.874  0.09
56 H 1.400 -2.165 4.805  0.11
57 H 2.514 -1.831 1.585  0.00
58 H 1.835 -0.829 2.840  0.07

Calculated values
- total energy (eV) = -169442.226
- energy relative to the best compared isomer or geometry (same formula, charge and spin) (kJ/mol) = 89.4
- lowest unoccupied orbital energy (eV) = 1.526
- charge = -1
- HOMO (eV) = -4.16